# 1
Density functional theory data (wB97M-V/def2-TZVPD) for the molecule C5H7N3O.

The HOMO energy comes out at -0.3003 hartree. As for the HOMO-LUMO gap: 0.304 Ha. The multiplicity is 1. As for the total charge: 0.

Positions of all 16 atoms, in Å:
N 1.84 1.38 1.30
N 0.94 2.07 0.45
C 0.07 1.36 -0.38
C -0.34 0.08 -0.35
N -1.49 -0.22 -1.02
C -1.72 -1.58 -0.68
C -0.65 -2.19 -0.02
C 0.41 -1.13 0.16
O 1.57 -1.32 0.60
H 1.37 1.10 2.20
H 2.17 0.49 0.87
H 1.42 2.84 -0.15
H -0.33 2.14 -1.09
H -2.27 0.33 -0.79
H -2.58 -2.05 -1.13
H -0.38 -3.29 0.03

# 2
Density functional theory data (wB97M-V/def2-TZVPD) for the ion C4H11N2O with charge -1.

The HOMO energy comes out at -0.0767 hartree. As for the HOMO-LUMO gap: 0.225 Ha. The multiplicity is 1. As for the total charge: -1.

Positions of all 18 atoms, in Å:
N -3.08 0.72 0.22
C -1.62 0.95 0.36
C -0.93 -0.43 -0.06
C 0.54 -0.41 0.32
N 0.81 1.03 0.34
C 1.77 -1.21 -0.76
O 2.92 -0.77 -0.35
H -3.50 0.23 0.99
H -3.40 0.38 -0.69
H -1.35 1.08 1.41
H -1.30 1.72 -0.26
H -1.03 -0.42 -1.20
H -1.46 -1.23 0.42
H 0.55 -0.89 1.34
H 1.82 1.14 0.65
H 0.84 1.28 -0.60
H 1.42 -2.14 -0.80
H 1.38 -0.64 -1.61

# 3
Density functional theory data (wB97M-V/def2-TZVPD) for a cluster of 3 separate species, CH7NO2 in total.

The expectation value of S² is 0.753. The HOMO energy (alpha / beta) comes out at 0.0333 / -0.1186 hartree. As for the HOMO-LUMO gap (alpha / beta): 0.083 / 0.231 Ha. The multiplicity is 2. As for the total charge: -1.

Positions of all 11 atoms, in Å:
C 1.84 0.69 1.32
N 2.32 1.63 2.15
H 0.83 0.82 0.93
H 2.42 0.08 0.64
H 3.33 1.75 2.02
H -1.33 -4.71 -0.65
H -1.62 -5.09 0.78
O -2.00 -4.60 0.04
H -1.15 3.16 -2.34
H -2.63 3.13 -2.08
O -2.00 3.14 -2.81

# 4
Density functional theory data (wB97M-V/def2-TZVPD) for a cluster of 2 separate species, C5H11O2 in total.

The HOMO energy comes out at -0.1440 hartree. As for the HOMO-LUMO gap: 0.283 Ha. The multiplicity is 1. As for the total charge: -1.

Positions of all 18 atoms, in Å:
C -1.16 -0.66 3.67
C -0.49 -1.33 2.43
O 0.14 -0.61 1.63
O -0.64 -2.58 2.42
H -2.13 -1.11 3.88
H -1.24 0.43 3.63
H -0.53 -0.91 4.53
C 0.20 0.32 -1.59
C 0.31 1.85 -1.67
C 1.11 -0.35 -2.66
H 0.45 -0.07 -0.60
H -0.81 0.05 -1.87
H -0.40 2.26 -0.94
H -0.03 2.15 -2.66
H 0.67 -1.34 -2.82
H 1.13 0.15 -3.63
H 1.28 2.26 -1.42
H 2.13 -0.51 -2.31

# 5
Density functional theory data (wB97M-V/def2-TZVPD) for a structure of composition C28H21N8O4STi.

The expectation value of S² is 2.046. The HOMO energy (alpha / beta) comes out at -0.1027 / -0.1621 hartree. As for the HOMO-LUMO gap (alpha / beta): 0.192 / 0.254 Ha. The multiplicity is 3. As for the total charge: -1.

Positions of all 63 atoms, in Å:
Ti -0.40 -0.58 0.59
O 3.33 -1.43 -0.92
C 2.16 -1.14 -0.67
N 1.54 -1.16 0.55
C 2.20 -1.35 1.80
C 3.59 -1.53 1.89
C 4.22 -1.67 3.12
C 3.50 -1.66 4.30
C 2.13 -1.51 4.23
C 1.47 -1.36 3.02
N 0.04 -1.14 3.21
C -1.86 0.48 3.07
O -2.47 0.38 4.12
C -2.58 0.79 1.82
C -3.92 1.19 1.93
C -4.56 1.77 0.87
C -3.82 2.00 -0.32
C -2.57 1.48 -0.43
N -1.98 0.73 0.55
C 1.23 -0.74 -1.75
C 1.64 -0.70 -3.07
C 0.72 -0.49 -4.08
C -0.64 -0.42 -3.72
C -1.00 -0.43 -2.41
N -0.08 -0.45 -1.37
H 4.15 -1.54 0.97
H 5.30 -1.79 3.13
H 4.00 -1.76 5.26
H 1.51 -1.50 5.12
H -4.39 1.07 2.89
H -5.59 2.10 0.96
H -4.23 2.56 -1.15
H -2.00 1.61 -1.34
H 2.69 -0.87 -3.26
H 1.03 -0.46 -5.12
H -1.43 -0.38 -4.47
H -2.04 -0.41 -2.11
N 4.22 -5.75 2.46
C 2.96 -5.20 2.22
C 2.60 -4.81 0.94
C 1.37 -4.22 0.71
C 0.49 -4.04 1.77
C 0.82 -4.49 3.05
C 2.05 -5.07 3.27
S -0.96 -3.14 1.51
O -0.99 -2.74 0.09
O -2.07 -3.90 1.99
N -0.81 -1.68 2.15
C -0.29 0.37 3.12
N 0.20 1.00 4.30
C 1.09 1.93 4.17
C 1.66 2.40 2.95
C 1.22 1.76 1.83
N 0.28 0.82 1.85
H 4.93 -5.47 1.79
H 4.55 -5.64 3.40
H 3.31 -4.91 0.12
H 1.12 -3.85 -0.27
H 0.13 -4.34 3.87
H 2.33 -5.38 4.27
H 1.44 2.37 5.11
H 2.41 3.17 2.92
H 1.65 1.98 0.86

# 6
Density functional theory data (wB97M-V/def2-TZVPD) for the ion C5H10NO2 with charge +1.

The HOMO energy comes out at -0.5158 hartree. As for the HOMO-LUMO gap: 0.380 Ha. The multiplicity is 1. As for the total charge: +1.

Positions of all 18 atoms, in Å:
N 1.58 -2.02 -1.15
C 0.40 -1.07 -1.14
C -0.61 -1.37 -0.35
C -1.68 -0.35 -0.03
C -1.19 0.57 1.09
C -0.05 1.42 0.65
O 0.10 1.83 -0.48
O 0.93 1.54 1.59
H 1.37 -3.02 -1.03
H 2.27 -1.81 -0.41
H 2.06 -2.03 -2.05
H 0.67 -0.23 -1.74
H -0.72 -2.36 0.09
H -2.51 -0.92 0.38
H -2.10 0.14 -0.90
H -0.98 0.04 2.01
H -2.03 1.19 1.39
H 1.31 2.45 1.57

So what do the calculations give for max |F|? Going down the list: 0.077; 0.143; 0.014; 0.033; 0.026; 0.032 Eh/bohr.
So what do the calculations give for molecular weight? Going down the list: 125.13; 103.14; 65.07; 103.14; 613.46; 116.14 u.